# 1
C26H9Cl44NO4 | wB97M-V/def2-TZVPD

Charge: 0
Electronic energy: -21600.060546 Eh
Orbital gap: 8.804 eV

Last column: Löwdin charge in e.
Cartesian coordinates (Å):
O  1.7894  -6.2992  3.9666  0.136
C  1.7918  -5.9783  2.8063  -0.375
O  0.7935  -6.5245  1.9729  0.027
C  -0.2187  -5.5736  1.7379  -0.196
C  -0.2985  -5.0274  0.3687  0.018
C  -1.3028  -4.0111  0.0193  0.031
C  -2.1943  -3.5878  1.0820  -0.059
C  -2.1390  -4.1578  2.4308  -0.036
C  -1.1557  -5.1631  2.7922  0.102
C  -3.2499  -3.4492  3.2585  -0.364
O  -3.5295  -3.5940  4.4094  0.141
N  -3.8659  -2.5070  2.3360  0.136
C  -3.3112  -2.5062  1.0013  -0.434
O  -3.5882  -1.8568  0.0363  0.092
C  2.9146  -5.0390  2.3389  -0.075
C  2.9917  -4.3694  1.0489  0.001
C  4.1077  -3.4827  0.6974  -0.198
C  5.2030  -3.2451  1.6580  -0.151
C  5.1511  -3.9277  2.9669  -0.056
C  4.0229  -4.7931  3.2842  -0.070
H  0.4182  -5.3526  -0.4176  0.111
H  -1.3405  -3.6038  -1.0187  0.119
H  -1.1308  -5.5770  3.8222  0.137
H  -4.8416  -2.7836  2.1467  0.085
H  2.2142  -4.5323  0.2749  0.084
H  4.1855  -2.9816  -0.2919  0.076
H  6.0828  -2.5999  1.4272  0.094
H  5.9475  -3.8153  3.7378  0.092
H  3.9975  -5.2908  4.3053  -0.062
C  3.8545  0.8690  0.8618  -1.978
Cl  2.5999  1.2651  -0.3256  0.514
Cl  4.0062  -0.8978  1.0003  0.660
Cl  5.4009  1.5593  0.3342  0.498
Cl  3.4099  1.5493  2.4387  0.518
C  -7.1782  -3.3266  -1.2761  -1.973
Cl  -8.8714  -3.7262  -0.9338  0.535
Cl  -6.2196  -3.4843  0.2067  0.601
Cl  -6.5484  -4.4337  -2.5042  0.500
Cl  -7.0706  -1.6583  -1.8672  0.500
C  5.5349  -6.9985  6.9427  -1.993
Cl  4.9638  -6.4347  8.5228  0.528
Cl  4.8092  -8.5715  6.5777  0.536
Cl  5.0635  -5.8275  5.6891  0.643
Cl  7.3007  -7.1524  6.9715  0.523
C  5.9260  5.9166  1.3304  -2.023
Cl  5.1795  7.0927  2.4257  0.501
Cl  7.6168  5.6625  1.7990  0.526
Cl  5.0493  4.3796  1.4275  0.471
Cl  5.8591  6.5308  -0.3320  0.520
C  -3.7606  -0.9079  -4.7854  -2.020
Cl  -3.3997  0.8181  -4.6037  0.518
Cl  -2.3044  -1.8566  -4.4268  0.506
Cl  -5.0555  -1.3634  -3.6611  0.459
Cl  -4.2797  -1.2310  -6.4503  0.518
C  -0.0701  4.6839  -1.3601  -2.036
Cl  -1.1055  5.7720  -2.2993  0.504
Cl  -0.7529  4.4693  0.2608  0.527
Cl  0.0261  3.1112  -2.1737  0.501
Cl  1.5551  5.3806  -1.2294  0.510
C  -0.3111  9.2227  -4.5718  -2.014
Cl  -1.9884  8.8055  -4.1715  0.459
Cl  0.6912  9.0999  -3.1155  0.521
Cl  0.2949  8.1017  -5.8019  0.507
Cl  -0.2488  10.8804  -5.1948  0.534
C  -7.7560  -8.3181  -3.4132  -2.032
Cl  -8.5214  -8.6856  -4.9691  0.521
Cl  -6.0171  -8.0655  -3.6551  0.513
Cl  -8.4743  -6.8489  -2.7329  0.479
Cl  -8.0065  -9.6717  -2.2968  0.522
C  1.5930  4.7602  -8.1630  -2.045
Cl  1.0940  4.7432  -6.4628  0.497
Cl  3.1148  5.6549  -8.3224  0.518
Cl  1.8230  3.0963  -8.7287  0.519
Cl  0.3395  5.5483  -9.1375  0.516
C  -5.3369  11.3760  -2.5645  -2.027
Cl  -6.5055  10.3679  -1.6915  0.517
Cl  -6.0765  11.9785  -4.0585  0.519
Cl  -4.8618  12.7469  -1.5457  0.518
Cl  -3.9026  10.4105  -2.9633  0.461
C  3.6145  7.0471  6.1609  -2.047
Cl  2.5637  8.1124  5.2100  0.512
Cl  2.9301  6.8347  7.7819  0.520
Cl  3.7373  5.4722  5.3592  0.501
Cl  5.2275  7.7710  6.2901  0.512

---

# 2
C28H43N2O9P2S2SbSe4W | wB97M-V/def2-TZVPD

Relative energy (zero: lowest compared OMol25 entry of this formula, charge and spin): 4.3871 eV
Charge: -2
Electronic energy: -13271.878704 Eh
Orbital gap: 5.342 eV

Last column: Löwdin charge in e.
Cartesian coordinates (Å):
W  0.9302  0.3194  0.7810  1.196
C  -1.2881  -0.2869  -3.7352  -0.120
O  -1.6141  0.1517  -2.4518  -0.189
C  -2.9923  0.3139  -2.2661  -0.228
C  -3.2765  0.6408  -0.8044  -0.206
O  -2.5049  -0.1044  0.0965  -0.214
C  -2.7394  -1.4803  0.0819  -0.119
H  -1.6392  0.4133  -4.5081  0.086
H  -1.7236  -1.2779  -3.9443  0.079
H  -0.2025  -0.3551  -3.7850  0.076
H  -3.5197  -0.6068  -2.5755  0.112
H  -3.3813  1.1396  -2.8821  0.119
H  -4.3516  0.4584  -0.6360  0.124
H  -3.0668  1.6884  -0.5988  0.056
H  -3.8154  -1.7062  0.1701  0.087
H  -2.2144  -1.9061  0.9387  0.076
H  -2.3593  -1.9499  -0.8367  0.067
N  -1.9028  -0.4958  4.9652  0.154
C  -0.4054  -0.2628  4.7953  -0.481
C  0.2933  -0.2008  6.1348  -0.088
P  0.0953  -1.6147  3.6259  0.379
O  1.1712  -2.4359  4.5299  -0.148
O  -1.1373  -2.4302  3.4027  -0.315
O  0.9154  -1.0642  2.4889  -0.430
P  -0.3342  1.2498  3.7203  0.221
O  -1.2728  2.2095  4.6283  -0.225
O  1.0634  1.7203  3.6141  -0.308
O  -1.1316  0.7027  2.5720  -0.412
H  -2.1192  -1.2882  4.3154  0.106
H  -2.4036  0.3549  4.6862  0.133
H  -2.1370  -0.7427  5.9219  0.149
H  0.2259  -1.1399  6.6911  0.073
H  -0.1119  0.6194  6.7338  0.081
H  1.3457  0.0126  5.9566  0.086
H  1.8393  -2.8122  3.9437  0.071
H  -1.6448  2.9289  4.0494  -0.082
C  3.6191  2.7490  1.1734  -0.094
C  4.0029  1.2734  1.1496  -0.672
C  5.0248  1.0083  0.0382  -0.078
C  4.6365  0.9049  2.5040  -0.071
C  2.8110  0.3604  0.9720  -0.316
H  4.5090  3.3609  1.3595  0.077
H  2.8792  2.9416  1.9512  0.064
H  3.1734  3.0567  0.2263  0.045
H  5.9260  1.6096  0.2029  0.075
H  4.6088  1.2591  -0.9388  0.033
H  5.3145  -0.0476  0.0297  0.067
H  5.5143  1.5307  2.7014  0.073
H  4.9534  -0.1431  2.5116  0.072
H  3.9089  1.0534  3.3037  0.076
H  3.1472  -0.6828  0.8571  0.000
Se  -3.0683  4.5610  -1.4956  -0.232
Sb  -1.8834  4.7349  0.5674  -0.279
Se  0.1201  2.5169  0.2520  0.060
Se  -3.0941  3.9828  2.5078  -0.119
Se  -0.2159  6.4130  0.8104  -0.254
S  2.3397  1.5563  -2.5100  0.702
C  2.9690  0.5468  -3.6367  -0.793
N  3.3142  0.9756  -4.9076  0.030
C  3.7857  0.1787  -5.9043  -0.121
C  3.9814  -1.1411  -5.7001  -0.098
C  3.6648  -1.6674  -4.4074  -0.075
C  3.1882  -0.8689  -3.4261  -0.078
H  3.1406  1.9559  -5.0752  0.126
H  3.9893  0.6718  -6.8446  0.113
H  4.3543  -1.7682  -6.4956  0.088
H  3.8042  -2.7247  -4.2166  0.086
H  2.9268  -1.2450  -2.4442  0.075
O  0.6087  -0.9174  -0.3415  -0.547
S  2.4516  -2.9807  -0.2393  1.024
C  1.3810  -3.6835  -1.4716  -0.497
C  1.8857  -4.1575  -2.6771  -0.111
C  1.0229  -4.6499  -3.6447  -0.094
C  -0.3476  -4.6456  -3.4198  -0.102
C  -0.8504  -4.1535  -2.2231  -0.081
C  0.0103  -3.6797  -1.2438  -0.093
C  3.5761  -4.3413  0.0039  -0.503
C  3.1380  -5.6193  0.3440  -0.092
C  4.0547  -6.6299  0.5835  -0.099
C  5.4190  -6.3740  0.5090  -0.114
C  5.8604  -5.1016  0.1808  -0.100
C  4.9434  -4.0912  -0.0803  -0.104
H  2.9555  -4.1411  -2.8499  0.094
H  1.4198  -5.0189  -4.5830  0.095
H  -1.0234  -5.0112  -4.1834  0.093
H  -1.9193  -4.1261  -2.0513  0.101
H  -0.3665  -3.2624  -0.3199  0.095
H  2.0740  -5.8109  0.4124  0.111
H  3.7026  -7.6209  0.8436  0.096
H  6.1319  -7.1641  0.7105  0.091
H  6.9213  -4.8910  0.1201  0.096
H  5.2765  -3.0955  -0.3475  0.099

---

# 3
C5H7NOS3 | wB97M-V/def2-TZVPD

Relative energy (zero: lowest compared OMol25 entry of this formula, charge and spin): 0.3919 eV
Charge: 0
Electronic energy: -1519.195010 Eh
Orbital gap: 7.480 eV

Last column: Löwdin charge in e.
Cartesian coordinates (Å):
C  -2.0059  2.0708  0.0804  -0.393
S  -0.2811  2.5097  0.1819  0.899
C  0.5224  1.0695  -0.4290  -0.490
N  1.8851  1.1144  -0.5178  -0.033
C  2.4693  -0.1244  -0.6375  -0.903
S  4.1080  -0.1845  -0.7592  0.616
O  1.5479  -1.0954  -0.5509  -0.019
C  0.3291  -0.4950  -0.3643  -0.550
S  -1.1246  -1.4451  -0.4170  0.848
C  -0.8180  -2.7393  0.8148  -0.403
H  -2.1009  2.1135  -0.9551  0.006
H  -2.4164  3.0098  0.4616  0.035
H  -2.3658  1.1661  0.5788  0.041
H  2.5373  1.9571  -0.5615  0.174
H  -0.1683  -3.4538  0.2668  0.029
H  -1.8507  -3.2436  1.1326  0.085
H  -0.2673  -2.2300  1.6753  0.060

---

# 4
C2H12N2O4 | wB97M-V/def2-TZVPD

Relative energy (zero: lowest compared OMol25 entry of this formula, charge and spin): 0.7821 eV
Charge: -1
Electronic energy: -493.843552 Eh
Orbital gap (spin up / spin down): 2.663 / 9.117 eV
Spin multiplicity: 2

Last column: Löwdin charge in e.
Cartesian coordinates (Å):
N  -0.0076  -0.8802  -1.1057  -0.040
C  -0.4900  0.0281  -0.0318  -0.291
C  -1.0625  1.3574  -0.3731  -0.568
N  -1.2865  1.6567  -1.6850  0.157
O  -1.2036  2.2305  0.4687  0.011
H  0.2690  -1.7242  -0.6130  0.002
H  -0.6482  -1.0030  -1.8730  0.007
H  -1.0594  -0.6546  0.6036  0.067
H  0.3461  0.2579  0.6362  0.104
H  -1.1480  0.9432  -2.3796  0.070
H  -1.4824  2.5914  -1.9219  0.083
H  0.2142  2.8162  2.2063  0.014
H  1.3072  2.1673  3.0661  0.024
O  0.6969  2.9214  3.0583  -0.104
H  -1.8499  -3.3285  0.3800  -0.063
H  -2.1827  -2.9858  1.8495  -0.032
O  -2.1512  -2.5967  0.9544  -0.355
H  3.5090  -1.4518  -1.7493  0.012
H  4.1971  -0.7554  -0.5291  0.009
O  4.0325  -1.5897  -0.9615  -0.107

---

Q: Among the records above, which one has the highest electronic energy?
A: C2H12N2O4

---

Q: What is the charge in the third record?
A: 0